Entry from OMol25: C5H9N4O5S as an isolated structure (wB97M-V/def2-TZVPD).

The net charge is +1. As for the total energy: -1188.90227 hartree. The LUMO energy comes out at -3.944 eV. The energy relative to the best compared isomer or geometry (same formula, charge and spin) is 18.69 kcal/mol.

```
24
C5H9N4O5S (wB97M-V/def2-TZVPD)
C -1.15 0.93 0.96
C 0.11 1.62 0.66
C -2.08 1.39 -0.15
C 2.28 -0.10 -0.23
C 1.02 -0.73 -0.68
N -1.56 2.38 -0.76
N -0.30 2.56 -0.25
N 0.64 -1.89 -0.26
N 2.85 -0.78 0.74
O -1.99 -1.36 -1.00
O -3.69 -1.58 0.80
O -3.14 0.60 -0.29
O -1.51 -0.40 1.26
O 0.23 -0.17 -1.61
S -2.68 -0.85 0.19
H -1.22 1.45 2.03
H 1.86 0.83 0.13
H 2.84 0.08 -1.16
H -0.26 -2.23 -0.56
H 1.24 -2.32 0.58
H 3.22 -1.76 0.68
H 0.40 3.19 -0.66
H 3.42 -0.20 1.38
H -0.51 -0.68 -1.83
```